Computed, not measured: a molecular structure, C26H32BClO4S in a non-equilibrium geometry, with wB97M-V/def2-TZVPD.

Structure (XYZ):
```
65
Properties=species:S:1:pos:R:3:forces:R:3:mulliken_charge:R:1
C -3.28828 -0.47319 -1.03108 0.448 -0.146 0.689 -0.872
O -2.60105 -0.85819 0.18796 0.161 0.096 -0.697 -0.452
C -1.42231 -0.26051 0.50059 0.267 0.569 0.367 0.657
C -0.79346 -0.68016 1.69573 -0.460 -0.303 -0.512 -0.839
C 0.26129 0.03329 2.21167 0.119 0.793 0.533 -0.121
C 0.68912 1.22505 1.59908 0.204 0.035 -0.232 0.315
C 1.72399 2.06371 2.25513 0.254 -2.880 -0.660 -0.635
O 2.81558 2.22626 1.49459 -0.112 0.520 0.049 -0.109
C 3.49911 1.13295 0.84522 -0.475 0.299 -0.021 -0.848
C 0.20400 1.53611 0.31752 -0.009 -0.185 0.056 -0.577
C -0.83617 0.79139 -0.23454 -0.315 -0.217 -0.058 -0.407
H -4.20092 -1.06292 -1.02653 0.037 0.045 -0.031 0.253
H -3.53533 0.59331 -1.02970 0.080 -0.111 0.074 0.353
H -2.69483 -0.71813 -1.91598 0.011 0.014 0.099 0.335
H -1.17537 -1.55342 2.21815 -0.009 0.137 -0.135 0.456
H 0.75944 -0.26234 3.14695 -0.479 0.044 -0.418 0.406
H 1.96146 1.86616 3.30288 -0.182 0.152 -0.108 0.614
H 3.76345 1.53004 -0.13535 0.112 -0.305 0.005 0.268
H 4.39526 0.92025 1.43305 -0.081 -0.036 -0.090 0.243
H 2.86966 0.23986 0.75184 0.086 0.276 -0.004 0.463
H 0.60949 2.37943 -0.25294 -0.169 -0.251 0.389 0.276
H -1.22490 1.04345 -1.22597 0.143 0.013 0.450 0.457
C 1.69267 6.97293 7.70813 0.182 0.075 0.549 -1.311
C 1.31670 6.37395 6.40973 -0.971 -0.446 -1.684 0.603
C 0.36094 6.83691 5.52874 0.718 -0.257 0.050 -1.021
C 0.22172 6.05289 4.32749 0.612 -0.937 1.221 -0.858
C 1.03354 4.93046 4.31370 -2.009 2.101 0.562 0.466
B 1.24453 4.06515 2.83527 -0.351 1.870 1.366 1.699
C -0.05544 3.15002 3.32248 -0.622 -1.232 0.764 0.950
C -0.02330 2.40382 4.51058 -0.197 -0.337 0.063 -0.356
C -1.08276 1.57981 4.87805 -0.067 0.172 -0.355 -1.249
C -2.21791 1.53306 4.06111 0.732 0.722 -0.318 0.275
Cl -3.46538 0.41049 4.41503 -0.507 -0.335 0.142 -0.246
C -2.32666 2.37804 2.95388 0.273 -0.106 0.465 -0.937
C -1.24875 3.19481 2.59426 -0.054 0.312 -0.024 -0.529
O 0.86462 4.88632 1.74988 0.568 0.243 -0.602 -0.611
C 2.05067 5.50963 1.20683 -0.003 -0.329 0.362 1.856
C 2.20861 4.89777 -0.17487 0.210 -0.109 -0.303 -1.727
C 1.84639 7.01221 1.07939 -0.030 0.308 -0.025 -1.866
C 3.21412 5.11777 2.24672 -0.449 0.132 -0.252 1.609
C 4.50161 4.60549 1.63894 0.260 -0.122 -0.376 -1.693
C 3.57534 6.22614 3.20668 0.236 0.846 0.024 -2.146
O 2.65448 4.08500 3.03302 1.780 -1.064 -0.707 -0.501
S 2.02446 4.89303 5.75256 -0.681 0.412 -0.083 -0.313
H 1.40470 8.03088 7.72534 0.081 -0.215 -0.020 0.353
H 1.18320 6.47769 8.54440 0.133 0.049 -0.089 0.251
H 2.77046 6.90837 7.88446 -0.112 0.049 0.040 0.345
H -0.22826 7.73341 5.71388 0.200 -0.103 0.018 0.351
H -0.48912 6.29315 3.55506 -0.016 -0.077 -0.204 0.565
H 0.84435 2.48195 5.17223 -0.306 -0.189 -0.261 0.336
H -1.03916 0.97309 5.78339 0.009 0.189 -0.254 0.443
H -3.24366 2.38475 2.36774 0.207 -0.012 0.100 0.496
H -1.35304 3.87467 1.74341 0.196 -0.401 0.221 0.385
H 3.02544 5.36281 -0.73827 -0.080 -0.100 0.028 0.350
H 2.38793 3.81878 -0.09793 0.022 0.320 -0.072 0.032
H 1.26894 5.04704 -0.72436 0.234 0.037 0.104 0.466
H 2.75616 7.47716 0.67273 -0.177 -0.073 0.124 0.343
H 1.02982 7.23423 0.38141 0.107 -0.168 0.097 0.436
H 1.60574 7.49462 2.03440 0.080 -0.221 -0.213 0.341
H 4.97374 5.39736 1.04772 0.029 -0.152 -0.016 0.352
H 5.18085 4.33216 2.45491 -0.084 0.075 -0.134 0.385
H 4.33781 3.71283 1.03217 0.146 0.398 -0.001 0.229
H 4.13697 7.00756 2.67686 -0.114 -0.024 0.209 0.455
H 2.69085 6.65956 3.67838 0.254 0.062 -0.078 0.304
H 4.20917 5.81103 3.99723 -0.069 0.081 -0.187 0.450
```
Forces are in eV/Å.

Summary:
Frontier orbital gap = 5.9 eV
Highest occupied orbital energy = -0.2680 Ha
Total energy = -59701.5081 eV
Net charge = 0
Lowest unoccupied orbital energy = -1.4 eV

***

Computed, not measured: a single C26H32BrN5O4 molecule in a non-equilibrium geometry, with wB97M-V/def2-TZVPD.

Structure (XYZ):
```
68
Properties=species:S:1:pos:R:3:forces:R:3:mulliken_charge:R:1
N 4.68097 1.05878 1.90836 0.177 0.375 0.294 -0.312
C 4.39801 0.19100 0.91798 -0.075 -0.249 0.439 0.447
O 4.78874 0.37298 -0.21942 0.072 0.147 -0.370 -0.659
C 3.60754 -1.03810 1.34379 -0.159 -0.108 -0.314 -1.295
C 2.53787 -1.45209 0.31869 -0.012 -0.070 0.098 -0.262
N 3.16389 -1.67123 -0.96936 0.088 0.280 0.130 0.170
C 3.06894 -2.82651 -1.64883 0.192 0.209 -0.477 0.679
O 2.33135 -3.73728 -1.33458 -0.304 -0.473 0.106 -0.688
C 4.00320 -2.87666 -2.86105 -0.182 -0.198 0.184 -1.351
C 5.41351 -2.73491 -2.36967 0.242 0.090 -0.160 0.380
C 6.09058 -1.52424 -2.46166 -0.016 -0.239 -0.044 -0.020
C 7.35893 -1.37917 -1.92981 0.169 -0.026 0.104 -0.567
C 7.95037 -2.45798 -1.29848 0.212 0.078 0.071 0.072
Br 9.69186 -2.26352 -0.54375 -0.200 -0.023 -0.096 -0.199
C 7.30154 -3.67706 -1.20026 0.097 0.019 0.068 -0.594
C 6.03434 -3.80687 -1.73618 -0.024 0.097 -0.054 -0.405
C 1.39794 -0.46860 0.17427 -0.106 0.093 0.095 0.048
C 0.32046 -0.82237 -0.65038 0.057 0.167 0.120 -1.672
C -0.76195 0.00088 -0.81076 0.005 -0.034 -0.062 -0.598
C -0.85678 1.25134 -0.15889 0.422 0.171 0.249 1.776
N -1.99819 1.98171 -0.18357 -0.019 0.034 -0.099 0.182
C -2.40855 2.81341 0.92724 -0.161 0.586 0.186 -0.721
C -3.91779 2.70233 1.16135 0.148 -0.439 0.045 -1.255
C -4.38429 1.26163 0.92934 0.079 0.261 0.037 -0.046
N -5.72714 1.08164 1.42413 -0.136 -0.251 0.078 0.045
C -6.78748 1.91622 0.86564 -0.077 0.365 0.067 -0.472
C -8.03278 1.02393 0.79398 0.074 0.008 0.074 -0.758
C -7.69283 -0.12738 1.73781 0.113 -0.072 -0.112 -0.639
C -6.19779 -0.28987 1.50032 -0.012 -0.116 0.096 -0.649
C -4.16374 0.88783 -0.56052 0.091 0.068 0.170 -0.169
C -3.04609 1.75513 -1.15045 -0.222 -0.257 -0.227 -1.616
C 0.28780 1.64439 0.57453 -0.214 -1.240 -0.472 -0.483
N 0.50173 2.96757 1.04371 0.132 0.941 0.180 1.119
O -0.03224 3.89126 0.44868 0.250 -0.007 0.000 -0.609
O 1.26912 3.12558 1.98307 -0.015 0.120 0.124 -0.700
C 1.36460 0.77041 0.76269 -0.052 -0.137 -0.025 -0.295
H 4.33510 0.95413 2.84558 -0.028 -0.068 -0.078 0.199
H 5.19910 1.89326 1.68384 -0.018 -0.052 -0.030 0.246
H 4.32487 -1.85931 1.42803 -0.024 0.043 0.038 0.447
H 3.14289 -0.88578 2.31750 0.033 -0.003 0.049 0.506
H 2.11171 -2.42069 0.61854 0.166 0.229 -0.026 0.594
H 3.84314 -0.96232 -1.22861 -0.030 -0.165 -0.007 0.230
H 3.74506 -2.06704 -3.54451 0.002 -0.012 -0.039 0.364
H 3.85323 -3.83411 -3.36047 -0.068 0.090 0.027 0.364
H 5.62882 -0.67878 -2.94910 -0.091 0.097 -0.053 0.358
H 7.87532 -0.43464 -1.99821 0.051 0.064 0.010 0.437
H 7.77885 -4.51013 -0.70721 0.042 -0.047 0.027 0.437
H 5.51430 -4.74984 -1.65472 -0.067 -0.121 0.006 0.433
H 0.34064 -1.78193 -1.14522 -0.027 -0.146 -0.093 0.529
H -1.58109 -0.34425 -1.41908 -0.150 -0.016 -0.021 0.256
H -2.12850 3.86129 0.74964 -0.101 -0.219 0.164 0.184
H -1.87836 2.47513 1.82415 -0.023 0.038 -0.056 0.543
H -4.14027 2.99148 2.18774 -0.021 0.053 0.010 0.466
H -4.46258 3.37855 0.50315 -0.047 0.076 -0.027 0.300
H -3.75243 0.60573 1.54342 0.034 0.085 -0.072 0.247
H -6.95093 2.76397 1.54064 -0.050 0.068 -0.191 0.365
H -6.53708 2.31990 -0.12254 0.004 0.018 0.009 0.288
H -8.16758 0.64293 -0.21973 -0.022 0.004 -0.015 0.288
H -8.93746 1.55413 1.08385 -0.046 0.022 -0.065 0.354
H -7.87083 0.16881 2.77106 -0.010 -0.039 0.071 0.295
H -8.25500 -1.03385 1.52361 -0.038 -0.037 0.045 0.365
H -5.68769 -0.80698 2.31665 0.000 -0.086 -0.058 0.330
H -6.02332 -0.85347 0.56898 -0.016 -0.040 0.016 0.307
H -3.90171 -0.16842 -0.63480 -0.036 -0.032 -0.067 0.302
H -5.08059 1.04629 -1.12993 -0.068 -0.029 -0.047 0.417
H -3.44204 2.73774 -1.42457 0.018 -0.081 -0.089 0.428
H -2.63139 1.31130 -2.05544 -0.015 0.123 0.019 0.543
H 2.18019 1.14278 1.35978 0.013 0.014 0.041 0.693
```
Forces are in eV/Å.

Summary:
Frontier orbital gap = 7.9 eV
Highest occupied orbital energy = -0.2956 Ha
Total energy = -113163.1570 eV
Net charge = 0
Lowest unoccupied orbital energy = -0.2 eV